{"formula": "C5H13NO", "method": "wB97M-V/def2-TZVPD", "mol_weight_g_mol": 103.2, "smiles": "CC(N)=O.CCC", "e_homo_ev": -9.96, "total_charge": 0, "total_energy_ev": -8933.6253, "elements": ["C", "C", "N", "O", "H", "H", "H", "H", "H", "C", "C", "C", "H", "H", "H", "H", "H", "H", "H", "H"], "coordinates": [[0.53, -2.60, -0.42], [0.24, -2.37, 1.06], [0.49, -3.49, 1.84], [-0.13, -1.32, 1.52], [-0.03, -1.99, -1.12], [0.44, -3.63, -0.74], [1.50, -2.12, -0.58], [0.70, -3.24, 2.79], [1.17, -4.14, 1.44], [0.15, 1.40, -1.19], [-0.62, 1.91, 0.01], [-0.95, 3.38, -0.18], [0.87, 0.59, -1.01], [0.73, 2.18, -1.69], [-0.41, 0.93, -2.00], [-1.59, 1.43, 0.16], [0.00, 1.74, 0.89], [-1.44, 3.82, 0.68], [-0.07, 4.00, -0.40], [-1.58, 3.54, -1.07]]}

{"formula": "C5H13NO", "method": "wB97M-V/def2-TZVPD", "mol_weight_g_mol": 103.2, "smiles": "CC(C)CNCO", "e_homo_ev": -8.88, "total_charge": 0, "total_energy_ev": -8932.8637, "elements": ["C", "C", "C", "C", "N", "C", "O", "H", "H", "H", "H", "H", "H", "H", "H", "H", "H", "H", "H", "H"], "coordinates": [[0.98, -2.24, 0.55], [0.01, -1.22, 0.00], [-1.30, -1.15, 0.76], [0.66, 0.16, 0.01], [-0.02, 1.14, -0.81], [-0.08, 2.51, -0.42], [-0.02, 3.37, -1.58], [0.50, -3.11, 0.98], [1.73, -2.56, -0.17], [1.52, -1.81, 1.40], [-0.17, -1.48, -1.05], [-1.12, -1.00, 1.83], [-1.87, -0.28, 0.44], [-1.94, -2.03, 0.68], [1.70, 0.07, -0.30], [0.71, 0.50, 1.05], [-0.85, 0.85, -1.30], [-1.03, 2.82, 0.03], [0.80, 2.71, 0.19], [-0.23, 2.75, -2.29]]}

{"formula": "C5H13NO", "method": "wB97M-V/def2-TZVPD", "mol_weight_g_mol": 103.2, "smiles": "C/C=C/CCN.O", "e_homo_ev": -8.62, "total_charge": 0, "total_energy_ev": -8931.5154, "elements": ["C", "C", "C", "C", "C", "N", "H", "H", "H", "H", "H", "H", "H", "H", "H", "H", "H", "O", "H", "H"], "coordinates": [[1.21, 1.83, -2.55], [0.06, 1.59, -1.60], [0.13, 0.91, -0.45], [-1.05, 0.90, 0.49], [-1.26, -0.35, 1.32], [-0.04, -0.69, 2.13], [2.17, 1.55, -2.09], [1.06, 1.10, -3.35], [1.23, 2.84, -2.95], [-0.88, 1.67, -2.16], [0.93, 0.19, -0.43], [-1.94, 1.03, -0.15], [-1.08, 1.85, 1.03], [-2.08, -0.29, 2.04], [-1.40, -1.19, 0.65], [0.42, 0.18, 2.33], [0.43, -1.43, 1.63], [0.60, -3.24, 0.55], [0.43, -3.75, -0.25], [1.33, -2.62, 0.51]]}

{"formula": "C5H13NO", "method": "wB97M-V/def2-TZVPD", "mol_weight_g_mol": 103.2, "smiles": "C=CN.CCCO", "e_homo_ev": -8.75, "total_charge": 0, "total_energy_ev": -8932.2680, "elements": ["C", "C", "N", "H", "H", "H", "H", "H", "C", "C", "C", "O", "H", "H", "H", "H", "H", "H", "H", "H"], "coordinates": [[2.23, 1.54, 2.48], [1.15, 0.86, 2.08], [-0.20, 1.18, 2.30], [2.18, 2.51, 2.98], [3.21, 1.16, 2.15], [1.34, -0.09, 1.59], [-0.35, 1.69, 3.17], [-0.69, 0.34, 2.40], [-2.17, -1.51, -1.41], [-0.83, -1.06, -2.11], [0.09, -0.18, -1.33], [1.26, 0.12, -2.07], [-2.82, -0.64, -1.18], [-2.72, -2.16, -2.11], [-2.02, -2.08, -0.48], [-1.12, -0.45, -2.99], [-0.29, -1.93, -2.51], [0.35, -0.64, -0.36], [-0.47, 0.76, -1.13], [1.89, 0.56, -1.45]]}

{"formula": "C5H13NO", "method": "wB97M-V/def2-TZVPD", "mol_weight_g_mol": 103.2, "smiles": "CN1CCCC1.O", "e_homo_ev": -8.07, "total_charge": 0, "total_energy_ev": -8932.7537, "elements": ["C", "N", "C", "C", "C", "C", "H", "H", "H", "H", "H", "H", "H", "H", "H", "H", "H", "O", "H", "H"], "coordinates": [[-1.53, 1.05, 1.66], [-0.11, 1.06, 1.36], [0.26, 2.07, 0.32], [1.14, 1.32, -0.66], [1.60, 0.08, 0.07], [0.45, -0.23, 1.04], [-1.82, 1.96, 2.19], [-1.79, 0.18, 2.27], [-2.16, 1.01, 0.75], [-0.63, 2.51, -0.14], [0.84, 2.82, 0.85], [1.98, 1.90, -1.01], [0.67, 1.06, -1.60], [2.52, 0.24, 0.64], [1.85, -0.76, -0.59], [-0.27, -0.92, 0.64], [0.84, -0.76, 1.93], [-1.45, -4.87, -2.94], [-1.87, -5.11, -3.76], [-0.53, -4.61, -3.03]]}

{"formula": "C5H13NO", "method": "wB97M-V/def2-TZVPD", "multiplicity": 2, "mol_weight_g_mol": 103.2, "s_squared": 0.77, "e_homo_ev": [-13.87, -13.87], "total_charge": 1, "total_energy_ev": -8922.4625, "elements": ["C", "C", "C", "C", "C", "N", "H", "H", "H", "H", "H", "H", "H", "H", "H", "H", "H", "H", "H", "O"], "coordinates": [[-0.13, -1.10, -2.13], [-0.26, -0.87, -0.50], [-1.41, 0.10, 0.10], [-2.27, -0.35, 1.04], [-0.79, 2.52, 0.38], [-1.27, 1.39, -0.42], [-0.43, -0.17, -2.46], [0.91, -1.17, -2.56], [-0.87, -1.88, -2.51], [0.72, -0.18, -0.20], [-0.29, -1.84, 0.05], [-3.32, -0.12, 1.16], [-2.05, -1.37, 1.50], [0.28, 2.71, 0.44], [-1.20, 2.64, 1.40], [-1.05, 3.46, -0.21], [-0.46, 1.40, -1.28], [4.59, -2.39, 1.29], [5.16, -1.21, 2.04], [4.50, -1.43, 1.37]]}